(1)
{"formula": "C22H12Cl5N3O2Sr", "method": "ωB97M-V with the def2-TZVPD basis set", "elements": ["Sr", "C", "O", "C", "C", "C", "C", "C", "C", "N", "N", "C", "C", "C", "C", "O", "C", "N", "C", "C", "C", "C", "H", "H", "H", "H", "H", "H", "H", "H", "H", "H", "H", "H", "Cl", "C", "C", "C", "Cl", "C", "Cl", "C", "Cl", "C", "Cl"], "xyz": [[0.22425, -0.04229, 0.45283], [-1.05679, -3.72679, -9.43908], [-0.44854, -2.77347, -8.59253], [0.55007, -3.20576, -7.77565], [1.13684, -2.22272, -6.97483], [2.15106, -2.54634, -6.10197], [2.59157, -3.86398, -6.02340], [2.04925, -4.83152, -6.85283], [1.00717, -4.51796, -7.71577], [3.72007, -4.25533, -5.22430], [3.78205, -4.01386, -4.01788], [2.70254, -3.39697, -3.30697], [1.42680, -3.89681, -3.30106], [0.44387, -3.34328, -2.47513], [0.69294, -2.27711, -1.62339], [-0.22934, -1.76943, -0.86199], [2.04152, -1.74138, -1.62403], [2.32960, -0.65780, -0.83390], [3.55455, -0.18827, -0.82030], [4.61156, -0.72994, -1.56821], [4.34737, -1.79549, -2.37886], [3.04059, -2.32640, -2.43862], [-1.81794, -3.18952, -9.99863], [-1.52752, -4.52722, -8.86037], [-0.33098, -4.15836, -10.13438], [0.77603, -1.20747, -7.06109], [2.59842, -1.77756, -5.48639], [2.44518, -5.83702, -6.81938], [0.58476, -5.29048, -8.34035], [1.16757, -4.73034, -3.94157], [-0.55585, -3.75447, -2.48157], [3.73785, 0.67102, -0.18071], [5.59901, -0.30138, -1.49354], [5.12307, -2.25346, -2.97771], [0.07105, -0.63420, 4.56596], [-0.63590, 0.87405, 3.99382], [-0.62512, 1.10309, 2.63069], [-1.18069, 2.30064, 2.27359], [-1.20254, 2.70499, 0.48763], [-1.73194, 3.25191, 3.12141], [-2.40422, 4.72487, 2.54995], [-1.71730, 2.95598, 4.48326], [-2.38053, 4.07347, 5.60658], [-1.16136, 1.75224, 4.93318], [-1.14400, 1.40139, 6.61450]], "forces_ev_per_a": [[-0.21, 0.82, 0.50], [-0.02, -0.05, -0.02], [0.07, 0.01, 0.07], [-0.04, 0.05, -0.01], [-0.05, -0.03, -0.08], [-0.11, -0.03, -0.06], [0.13, -0.15, -0.11], [0.03, 0.19, 0.07], [-0.05, 0.12, -0.01], [-0.01, -0.30, -0.23], [0.17, 0.30, 0.24], [0.06, -0.08, 0.13], [-0.04, 0.15, 0.07], [0.02, -0.11, 0.00], [0.15, -0.09, -0.24], [-0.11, -0.37, -0.23], [0.08, -0.13, -0.22], [-0.04, -0.33, -0.13], [0.19, 0.19, 0.10], [-0.14, -0.02, 0.01], [0.03, 0.00, 0.01], [-0.14, -0.17, -0.11], [0.01, -0.03, 0.00], [0.00, 0.02, -0.03], [-0.03, 0.00, 0.01], [-0.01, 0.03, -0.01], [0.03, -0.01, 0.02], [0.02, -0.04, 0.02], [-0.01, 0.00, -0.01], [0.04, 0.01, 0.01], [-0.04, 0.01, 0.03], [0.00, -0.02, -0.02], [0.04, 0.02, 0.00], [0.01, 0.00, -0.01], [-0.04, 0.09, -0.04], [0.14, -0.31, 0.12], [-0.09, 0.18, 0.27], [-0.06, 0.23, -0.63], [0.08, -0.22, 0.41], [0.03, -0.11, 0.17], [-0.02, 0.05, -0.03], [0.01, -0.01, -0.01], [-0.03, 0.04, 0.05], [-0.07, 0.15, -0.13], [0.02, -0.04, 0.07]], "e_homo_ev": -7.585, "lumo_energy_ha": -0.014, "energy_ev": -95021.6387}


(2)
{"formula": "C22H13Cl3N2OPdS", "method": "ωB97M-V with the def2-TZVPD basis set", "elements": ["Pd", "Cl", "C", "C", "C", "C", "O", "C", "C", "N", "C", "C", "C", "C", "C", "C", "C", "C", "N", "C", "C", "H", "H", "H", "H", "H", "H", "H", "H", "H", "H", "Cl", "C", "C", "C", "C", "C", "Cl", "C", "S", "H", "H", "H"], "xyz": [[-0.42448, 0.04454, -0.16379], [-1.67740, 7.17776, -0.13472], [-1.17088, 5.53212, -0.40019], [-0.63289, 5.16215, -1.64534], [-0.23849, 3.87551, -1.87023], [-0.35619, 2.86057, -0.87909], [0.05827, 1.68257, -1.19202], [-0.88750, 3.25967, 0.38790], [-1.04405, 2.39837, 1.51207], [-0.76464, 1.14156, 1.54906], [-1.03790, 0.31518, 2.65769], [-1.23274, 0.72698, 3.94930], [-1.52442, -0.20517, 4.96501], [-1.59641, -1.54131, 4.69535], [-1.36470, -2.00751, 3.38065], [-1.35786, -3.37783, 3.02762], [-1.06888, -3.74858, 1.75019], [-0.79644, -2.75765, 0.78673], [-0.82369, -1.47987, 1.08006], [-1.09501, -1.07510, 2.36543], [-1.29067, 4.60458, 0.58611], [-0.53960, 5.90688, -2.42512], [0.17022, 3.57522, -2.82565], [-1.47276, 2.86225, 2.40167], [-1.15173, 1.77523, 4.20451], [-1.67733, 0.14970, 5.97534], [-1.80369, -2.25647, 5.48103], [-1.56632, -4.12038, 3.78833], [-1.04715, -4.78778, 1.45504], [-0.58397, -2.99411, -0.24763], [-1.70040, 4.89476, 1.54625], [1.84876, -1.26893, -1.67749], [1.14671, -0.95623, -3.22245], [1.99307, -0.78635, -4.30425], [1.46003, -0.57979, -5.56421], [0.08725, -0.54601, -5.73282], [-0.74528, -0.70004, -4.63677], [-2.45707, -0.63564, -4.90900], [-0.25048, -0.89856, -3.34272], [-1.33909, -1.05590, -1.97132], [3.06225, -0.82808, -4.14866], [2.11442, -0.45170, -6.41600], [-0.35103, -0.39427, -6.70951]], "forces_ev_per_a": [[-0.77, 0.61, 0.33], [0.02, -0.04, -0.02], [-0.01, 0.04, 0.01], [0.01, 0.00, -0.02], [-0.01, -0.01, -0.03], [0.13, 0.02, 0.15], [-0.19, -0.16, -0.21], [0.04, 0.08, -0.02], [-0.08, 0.07, 0.08], [0.40, -0.31, -0.11], [-0.03, 0.01, -0.05], [-0.02, 0.06, 0.04], [0.01, 0.00, 0.02], [0.01, -0.02, 0.00], [-0.01, 0.04, -0.04], [0.02, -0.03, 0.05], [0.01, -0.05, -0.04], [-0.12, 0.02, 0.05], [-0.06, -0.02, 0.09], [0.19, -0.06, -0.02], [-0.01, -0.01, 0.04], [0.00, 0.00, 0.01], [0.00, 0.00, 0.00], [-0.01, 0.00, -0.02], [0.01, -0.01, 0.01], [0.00, 0.02, -0.01], [0.00, 0.00, -0.01], [-0.01, 0.01, 0.00], [0.01, 0.01, -0.01], [0.01, -0.04, 0.01], [0.01, -0.01, 0.00], [0.50, -0.14, 0.16], [-0.35, 0.06, -0.31], [0.06, -0.04, 0.12], [0.02, 0.01, -0.06], [-0.05, -0.01, -0.01], [0.09, 0.03, -0.02], [-0.03, 0.00, -0.01], [0.00, 0.09, 0.29], [0.24, -0.23, -0.44], [0.00, 0.00, -0.01], [0.00, 0.00, 0.01], [0.00, 0.00, 0.01]], "e_homo_ev": -7.402, "lumo_energy_ha": -0.041, "energy_ev": -79936.5338}


(3)
{"formula": "C22H13F12NO5Sc", "method": "ωB97M-V with the def2-TZVPD basis set", "elements": ["Sc", "C", "C", "C", "C", "C", "N", "C", "C", "C", "C", "C", "C", "C", "C", "O", "C", "F", "F", "F", "C", "F", "F", "F", "C", "C", "C", "O", "C", "F", "F", "F", "C", "F", "F", "F", "H", "H", "H", "H", "H", "H", "H", "H", "H", "H", "H", "H", "O", "C", "O", "H", "O", "C"], "xyz": [[-0.50053, -0.35694, 0.06944], [0.20128, -2.57153, -6.17540], [0.51445, -2.02673, -4.80679], [1.37042, -2.68875, -3.93629], [1.63035, -2.16800, -2.68599], [1.06240, -0.96656, -2.24489], [1.31726, -0.51548, -0.93658], [2.59389, -0.20186, -0.53420], [3.68057, -0.30707, -1.42981], [4.98683, -0.06619, -1.06372], [5.31129, 0.30623, 0.23252], [6.73311, 0.52210, 0.67505], [4.25059, 0.49237, 1.10562], [2.91393, 0.28325, 0.76890], [1.84753, 0.71028, 1.80382], [0.56103, 0.41462, 1.48791], [2.08195, 0.02344, 3.18716], [2.14276, -1.30853, 3.02303], [3.21132, 0.39330, 3.82575], [1.07712, 0.25926, 4.03691], [1.90067, 2.25896, 1.96852], [1.62192, 2.84017, 0.79848], [3.09282, 2.73752, 2.37969], [0.99612, 2.69460, 2.86145], [0.15880, -0.30927, -3.10459], [-0.07439, -0.85068, -4.36842], [-0.57479, 0.97357, -2.64089], [-0.99157, 0.93697, -1.33963], [0.37688, 2.18701, -2.85664], [0.82918, 2.24692, -4.12816], [1.44578, 2.11116, -2.06534], [-0.22617, 3.35826, -2.60097], [-1.88244, 1.22911, -3.45528], [-1.68984, 1.58593, -4.74664], [-2.65187, 0.12862, -3.46230], [-2.60960, 2.20698, -2.90746], [0.78986, -3.46531, -6.38465], [0.41599, -1.83722, -6.95444], [-0.85419, -2.83848, -6.26270], [1.83135, -3.62433, -4.23515], [2.29643, -2.68783, -2.00807], [3.47889, -0.57647, -2.45627], [5.76776, -0.16861, -1.81113], [7.39041, 0.66617, -0.18422], [7.11624, -0.33136, 1.24159], [6.82280, 1.40137, 1.31588], [4.48461, 0.84562, 2.09921], [-0.74574, -0.34879, -5.04953], [-1.51574, -2.20488, -0.76234], [-2.35594, -2.14020, 0.16717], [-2.29875, -1.25621, 1.06461], [-3.16878, -2.88167, 0.20755], [1.37533, -3.51134, 0.89665], [0.70961, -2.60482, 0.90531]], "forces_ev_per_a": [[0.13, 0.11, -0.07], [0.00, 0.00, -0.01], [0.00, 0.00, -0.01], [0.01, -0.01, 0.00], [-0.02, 0.02, 0.01], [0.09, -0.09, -0.03], [-0.09, 0.02, 0.04], [0.09, 0.00, 0.01], [0.00, -0.01, -0.03], [0.02, -0.01, 0.00], [-0.05, 0.01, 0.02], [0.03, 0.00, 0.00], [0.04, 0.01, 0.01], [-0.09, -0.02, 0.01], [0.04, -0.06, 0.09], [-0.11, 0.03, 0.00], [0.03, 0.08, -0.07], [0.09, -0.10, -0.01], [0.01, -0.01, 0.04], [-0.02, 0.04, 0.03], [-0.01, 0.03, 0.01], [0.01, 0.00, 0.02], [0.00, 0.00, -0.01], [-0.02, -0.01, -0.03], [-0.05, 0.02, -0.04], [0.01, 0.02, 0.03], [-0.02, 0.01, 0.06], [-0.01, -0.10, 0.07], [-0.01, -0.04, 0.00], [0.01, 0.01, -0.01], [-0.01, 0.00, 0.00], [-0.01, 0.02, -0.01], [-0.02, -0.01, 0.01], [0.01, 0.01, 0.00], [0.00, 0.00, 0.00], [-0.01, -0.01, 0.00], [0.00, 0.00, 0.00], [0.01, 0.00, 0.00], [0.00, 0.00, 0.01], [-0.01, 0.00, -0.01], [0.00, 0.00, 0.01], [-0.01, 0.00, 0.01], [0.01, 0.00, 0.01], [0.00, 0.00, 0.01], [-0.01, -0.01, -0.01], [-0.01, 0.00, 0.00], [0.00, 0.01, -0.02], [0.00, 0.00, -0.01], [-0.04, -0.05, -0.09], [-0.02, 0.07, 0.01], [-0.01, 0.05, -0.02], [-0.01, -0.01, -0.01], [0.02, -0.01, 0.00], [0.00, 0.00, 0.01]], "charge": -1, "relative_energy_kj_mol": 0.0, "e_homo_ev": -4.409, "lumo_energy_ha": 0.100, "energy_ev": -88072.9393}